(1)
79
Properties=species:S:1:pos:R:3 method="wB97M-V/def2-TZVPD" e_tot_ev=-56254.4433 homo_lumo_gap_ha="0.36638 / 0.23116" fmax_ev_per_a=5.12 s2=0.755 charge=0 multiplicity=2
C -0.5914 -17.5429 3.8462
C 0.4654 -17.0539 4.8578
O 1.5774 -16.6427 4.4333
O 0.2643 -17.3243 6.0245
H -0.1611 -17.7131 2.8593
H -1.4533 -16.8757 3.8408
H -0.9327 -18.5584 4.0474
O -5.5226 -13.8663 3.7435
C -5.5443 -15.0315 3.4001
O -6.7266 -15.6232 3.0990
C -6.6574 -16.9983 2.8574
C -5.2351 -17.3165 3.2831
C -4.4986 -16.0477 3.1218
H -6.7086 -17.1421 1.7782
H -7.3966 -17.6499 3.3233
H -4.6480 -17.9054 2.5783
H -5.0419 -17.7336 4.2714
H -4.1821 -16.0118 2.0794
H -3.5388 -15.9997 3.6362
O 5.2282 -16.8525 -0.1305
C 4.7964 -15.9277 0.6129
O 3.4589 -15.6302 0.8316
C 3.2328 -14.6282 1.7765
C 4.5763 -13.9281 1.8350
C 5.6198 -14.9877 1.5321
H 3.0067 -15.0287 2.7647
H 2.4581 -13.9779 1.3704
H 4.8022 -13.5156 2.8184
H 4.6577 -13.0288 1.2246
H 6.0796 -15.2943 2.4715
H 6.3139 -14.4792 0.8629
O -3.8893 -21.6088 2.3047
C -2.7515 -21.3286 2.2262
O -1.9051 -22.2646 2.7334
C -0.5851 -21.8071 2.7934
C -0.6112 -20.6464 1.8784
C -1.9802 -20.0459 1.8270
H 0.2058 -22.4021 2.3368
H -0.3834 -21.3493 3.7619
H -0.1977 -20.8028 0.8821
H 0.1617 -19.9274 2.1495
H -2.2295 -19.6138 0.8579
H -2.1726 -19.4681 2.7310
O -5.4440 -17.1071 9.7606
C -4.6284 -16.9842 8.8560
O -3.4182 -16.2323 8.9800
C -2.7080 -16.0368 7.7693
C -3.7522 -16.4251 6.7359
C -4.5985 -17.5201 7.3900
H -1.8280 -16.6613 7.6155
H -2.3566 -15.0213 7.5863
H -3.2666 -16.8091 5.8388
H -4.3169 -15.5599 6.3885
H -4.1041 -18.4803 7.2431
H -5.6156 -17.4751 7.0006
O 3.5922 -18.4511 5.6378
C 3.3103 -19.6319 5.3807
O 3.8794 -20.6205 5.9979
C 3.1982 -21.8708 5.8071
C 2.2744 -21.6634 4.5502
C 2.1405 -20.0705 4.5747
H 2.4871 -21.8725 6.6332
H 3.8460 -22.6977 5.5162
H 1.3335 -22.1915 4.7053
H 2.7915 -22.1545 3.7259
H 1.2010 -19.8627 5.0868
H 2.2377 -19.6147 3.5894
O 2.8065 -20.2076 1.4997
C 2.7726 -19.6683 0.3644
O 3.3269 -20.2638 -0.6621
C 3.2954 -19.4016 -1.8032
C 2.7487 -18.0750 -1.3745
C 2.3088 -18.2832 0.0831
H 2.7478 -19.7509 -2.6785
H 4.3537 -19.4873 -2.0500
H 1.8023 -17.9194 -1.8925
H 3.3860 -17.1912 -1.4017
H 1.2423 -18.3238 0.3044
H 2.7117 -17.7866 0.9658


(2)
78
Properties=species:S:1:pos:R:3 method="wB97M-V/def2-TZVPD" e_tot_ev=-126208.4499 homo_lumo_gap_ha="0.27666 / 0.28183" fmax_ev_per_a=2.64 s2=2.007 charge=-1 multiplicity=3 e_above_lowest_kcal_mol=0.0
C 1.5151 -0.8597 -3.1059
C 1.0716 0.5611 -2.9969
H 1.2793 -1.2911 -4.0821
H 1.0215 -1.4878 -2.3379
H 2.6000 -0.9473 -2.9355
C 0.5485 1.3110 -3.9782
C 0.3725 0.8767 -5.3829
H 0.2796 2.3509 -3.7696
H 0.5544 -0.1923 -5.5321
H 1.0621 1.4363 -6.0260
H -0.6404 1.0998 -5.7322
Ni 0.6889 -0.5464 0.6134
Cl 2.2998 0.8295 1.3028
Cl 0.0769 -2.4699 -0.2730
C -0.0300 3.1627 2.1127
O -1.0373 2.4780 2.2637
N 0.0103 4.5161 2.1997
C -1.1884 5.2694 2.5192
C 1.2314 5.2836 2.0097
H 0.9644 2.7141 1.8848
H -2.0196 4.5780 2.6712
H -1.4209 5.9691 1.7037
H -1.0241 5.8670 3.4269
H 2.0281 4.6183 1.6569
H 1.5415 5.7643 2.9504
H 1.0689 6.0788 1.2693
H -1.6574 -0.9045 -2.5978
H -1.9395 1.5728 -2.9797
C -2.4913 -0.9487 -1.8840
C -2.9348 1.3834 -2.5515
N -2.8487 0.3952 -1.4899
H -2.1775 -1.5375 -1.0109
C -3.1344 0.7242 -0.1995
O -3.0567 -0.0433 0.7557
H -3.3408 2.3094 -2.1306
H -3.4708 1.7800 -0.1052
H -3.3391 -1.4486 -2.3840
H -3.5919 1.0301 -3.3575
O 0.1579 0.5666 -0.8478
C 1.1602 1.1333 -1.5898
C -0.1703 3.2865 -1.3377
C 1.0669 2.6591 -1.4502
H -1.0646 2.6763 -1.1953
C -0.2496 4.6799 -1.4013
H 2.1642 0.8304 -1.2388
C 2.2425 3.4038 -1.4031
H -1.2295 5.1637 -1.3912
C 0.9251 5.4295 -1.4845
C 2.1722 4.7964 -1.4461
H 3.1826 2.8518 -1.3498
H 0.8708 6.5182 -1.5806
H 3.0953 5.3773 -1.4485
Si 0.4398 -6.6213 0.1355
Cl 0.7318 -6.1735 -1.8695
C -1.3941 -6.4218 0.4582
C 1.5007 -5.4204 1.1028
C 0.9900 -8.3974 0.4179
H -1.7135 -5.4049 0.1903
H -1.6194 -6.5942 1.5206
H -1.9724 -7.1394 -0.1425
H 0.3570 -9.1049 -0.1361
H 0.9308 -8.6520 1.4862
H 2.0279 -8.5441 0.0886
H 1.1661 -4.3841 0.9196
H 2.5481 -5.5015 0.7767
H 1.4485 -5.6335 2.1808
N 2.3416 -3.4138 6.0121
C 1.6667 -2.7339 5.3368
C 0.7956 -1.9033 4.5244
C -0.3316 -1.2995 5.0949
C -1.2217 -0.6018 4.2872
C -0.9193 -0.4743 2.9381
N 0.2046 -0.9843 2.4188
C 1.0718 -1.6956 3.1750
H -0.4968 -1.4020 6.1682
H -2.1353 -0.1585 4.6637
H -1.5764 0.0579 2.2489
H 1.9649 -2.0536 2.6699